1.
{"formula": "C36H37Br2N4O6PTi", "method": "ωB97M-V with the def2-TZVPD basis set", "elements": ["Ti", "C", "C", "O", "C", "C", "C", "N", "N", "C", "O", "C", "C", "C", "C", "C", "C", "H", "H", "H", "H", "H", "H", "H", "H", "H", "H", "H", "H", "C", "C", "C", "C", "C", "C", "Br", "C", "C", "Br", "C", "O", "C", "N", "H", "H", "H", "H", "H", "H", "C", "P", "C", "C", "H", "H", "H", "H", "H", "H", "H", "H", "H", "O", "C", "N", "C", "O", "C", "C", "C", "C", "C", "C", "H", "H", "H", "H", "C", "C", "C", "O", "H", "H", "H", "H", "H", "H"], "positions_angstrom": [[-1.213, -0.366, 0.910], [-5.395, 0.696, 0.784], [-4.069, 0.012, 0.498], [-3.116, 0.199, 1.338], [-4.022, -0.791, -0.611], [-2.918, -1.617, -1.002], [-3.008, -2.627, -2.152], [-1.668, -1.626, -0.400], [-0.689, -2.495, -0.811], [0.486, -2.117, -0.341], [0.630, -1.032, 0.339], [1.703, -2.964, -0.387], [1.715, -4.285, -0.895], [2.867, -5.051, -0.820], [4.050, -4.518, -0.276], [4.001, -3.287, 0.394], [2.838, -2.560, 0.391], [-5.739, 0.453, 1.840], [-6.143, 0.338, 0.069], [-5.324, 1.780, 0.766], [-5.070, -0.907, -1.070], [-2.695, -3.624, -1.833], [-2.502, -2.351, -3.031], [-4.071, -2.783, -2.376], [0.828, -4.698, -1.403], [2.887, -6.067, -1.163], [4.909, -5.101, -0.243], [4.839, -2.884, 0.913], [2.822, -1.679, 1.016], [-1.851, 0.330, -5.015], [-2.220, 1.414, -4.074], [-3.064, 2.445, -4.611], [-3.436, 3.463, -3.760], [-2.972, 3.459, -2.389], [-2.938, 4.584, -1.563], [-3.631, 6.304, -1.973], [-2.616, 4.417, -0.208], [-1.911, 3.335, 0.260], [-1.202, 3.472, 1.985], [-1.640, 2.225, -0.612], [-0.950, 1.134, -0.343], [-2.212, 2.317, -1.943], [-1.779, 1.386, -2.833], [-2.402, -0.566, -4.726], [-0.794, 0.088, -5.042], [-2.166, 0.574, -6.031], [-3.277, 2.430, -5.684], [-4.072, 4.292, -4.101], [-2.819, 5.221, 0.500], [5.220, 2.178, -4.021], [3.576, 1.613, -3.686], [3.814, -0.140, -3.018], [3.194, 2.481, -2.098], [5.407, 3.117, -3.509], [5.310, 2.344, -5.095], [5.933, 1.422, -3.805], [4.514, -0.140, -2.180], [4.165, -0.773, -3.827], [2.812, -0.463, -2.713], [3.919, 2.139, -1.352], [2.270, 2.068, -1.755], [3.087, 3.568, -2.253], [1.806, 1.467, 0.905], [1.492, 1.043, 2.004], [0.226, 0.497, 2.391], [0.289, 0.203, 3.752], [-0.626, -0.333, 4.416], [1.597, 0.528, 4.332], [2.106, 0.273, 5.607], [3.527, 0.541, 5.785], [4.343, 0.855, 4.670], [3.711, 1.098, 3.444], [2.372, 0.938, 3.249], [1.481, -0.232, 6.350], [3.990, 0.329, 6.732], [5.409, 0.933, 4.808], [4.393, 1.471, 2.625], [-0.891, -2.827, 4.300], [-1.562, -1.698, 3.546], [-2.885, -1.111, 4.035], [-1.376, -1.664, 2.292], [-1.239, -3.761, 3.868], [-1.215, -2.732, 5.336], [0.227, -2.819, 4.230], [-2.772, -1.139, 5.105], [-3.798, -1.606, 3.588], [-2.811, -0.041, 3.662]], "mol_weight_g_mol": 860.4, "max_force_ev_per_a": 4.52, "homo_lumo_gap_ev": 6.5, "e_above_lowest_ev": 0.712}



2.
{"formula": "C36H37BrGeIIrO", "method": "ωB97M-V with the def2-TZVPD basis set", "elements": ["Ir", "C", "C", "C", "C", "C", "C", "Ge", "C", "C", "C", "C", "C", "C", "C", "C", "C", "C", "C", "C", "H", "H", "H", "H", "H", "H", "H", "H", "H", "H", "H", "H", "H", "H", "H", "Br", "C", "C", "C", "C", "C", "C", "I", "H", "H", "H", "H", "C", "C", "O", "H", "H", "H", "H", "H", "H", "C", "C", "C", "C", "C", "C", "C", "C", "C", "C", "H", "H", "H", "H", "H", "H", "H", "H", "H", "H", "H", "H"], "positions_angstrom": [[0.318, -0.222, -0.569], [-0.561, 5.310, -1.577], [-0.455, 4.311, -2.535], [-0.890, 3.027, -2.242], [-1.449, 2.734, -0.996], [-1.537, 3.737, -0.037], [-1.102, 5.022, -0.330], [-1.938, 0.857, -0.578], [-3.307, 0.353, -1.913], [-3.911, -0.901, -1.816], [-4.970, -1.237, -2.646], [-5.427, -0.326, -3.587], [-4.825, 0.919, -3.695], [-3.764, 1.257, -2.866], [-2.868, 0.878, 1.176], [-2.374, 0.249, 2.313], [-3.081, 0.302, 3.508], [-4.285, 0.988, 3.569], [-4.782, 1.616, 2.436], [-4.080, 1.561, 1.241], [-0.228, 6.315, -1.803], [-0.031, 4.531, -3.506], [-0.794, 2.246, -2.991], [-1.945, 3.515, 0.943], [-1.182, 5.799, 0.420], [-3.562, -1.616, -1.078], [-5.438, -2.209, -2.555], [-6.253, -0.587, -4.237], [-5.183, 1.634, -4.425], [-3.311, 2.235, -2.957], [-1.434, -0.283, 2.275], [-2.688, -0.192, 4.388], [-4.837, 1.034, 4.498], [-5.723, 2.150, 2.479], [-4.476, 2.050, 0.357], [1.111, 0.635, 3.461], [2.187, 2.187, 3.349], [2.665, 2.766, 4.515], [3.454, 3.902, 4.442], [3.768, 4.464, 3.213], [3.288, 3.894, 2.045], [2.498, 2.762, 2.127], [1.762, 1.958, 0.280], [2.417, 2.325, 5.470], [3.825, 4.350, 5.353], [4.390, 5.346, 3.156], [3.522, 4.323, 1.079], [-1.130, -3.902, 2.043], [-0.706, -3.163, 0.791], [-0.064, -1.910, 1.123], [-1.671, -4.806, 1.765], [-1.784, -3.279, 2.654], [-0.263, -4.194, 2.639], [-1.571, -2.896, 0.185], [-0.027, -3.767, 0.185], [0.680, -2.093, 1.711], [3.412, -1.500, -3.267], [3.017, -1.746, -1.801], [3.901, -0.854, -0.914], [1.538, -1.499, -1.675], [3.238, -3.205, -1.373], [3.803, -4.163, -2.207], [4.014, -5.459, -1.753], [3.661, -5.822, -0.464], [3.088, -4.876, 0.376], [2.880, -3.586, -0.079], [3.201, -0.462, -3.526], [2.847, -2.142, -3.944], [4.479, -1.679, -3.408], [3.885, 0.172, -1.281], [4.929, -1.215, -0.936], [3.557, -0.863, 0.121], [0.943, -2.140, -2.332], [4.085, -3.911, -3.220], [4.459, -6.189, -2.417], [3.832, -6.830, -0.113], [2.813, -5.150, 1.387], [2.436, -2.844, 0.576]], "mol_weight_g_mol": 957.3, "max_force_ev_per_a": 2.15, "homo_lumo_gap_ev": [7.2, 5.8], "multiplicity": 6, "total_charge": 1}



3.
{"formula": "C36H37BrN2O3PdSSi", "method": "ωB97M-V with the def2-TZVPD basis set", "elements": ["Pd", "Br", "C", "C", "C", "C", "O", "C", "C", "N", "C", "C", "C", "C", "C", "C", "C", "C", "N", "C", "C", "H", "H", "H", "H", "H", "H", "H", "H", "H", "H", "C", "C", "C", "C", "Si", "O", "C", "C", "C", "C", "C", "C", "C", "C", "C", "C", "C", "C", "H", "H", "H", "H", "H", "H", "H", "H", "H", "H", "H", "H", "H", "H", "H", "H", "H", "H", "H", "O", "S", "C", "C", "C", "C", "H", "H", "H", "H", "H", "H", "H", "H"], "positions_angstrom": [[0.197, 1.143, -0.581], [-2.812, -3.263, -5.963], [-1.783, -2.434, -4.675], [-0.802, -3.182, -3.981], [-0.039, -2.570, -3.042], [-0.224, -1.167, -2.720], [0.525, -0.643, -1.870], [-1.269, -0.431, -3.427], [-1.532, 0.987, -3.209], [-1.096, 1.700, -2.245], [-1.311, 3.111, -2.250], [-2.417, 3.750, -2.733], [-2.452, 5.160, -2.799], [-1.374, 5.901, -2.407], [-0.223, 5.261, -1.885], [0.940, 5.958, -1.481], [2.014, 5.262, -1.007], [1.921, 3.863, -0.891], [0.852, 3.184, -1.238], [-0.211, 3.862, -1.771], [-1.988, -1.068, -4.404], [-0.669, -4.231, -4.211], [0.732, -3.098, -2.496], [-2.126, 1.472, -3.985], [-3.281, 3.182, -3.055], [-3.338, 5.648, -3.182], [-1.384, 6.980, -2.491], [0.968, 7.038, -1.565], [2.925, 5.761, -0.706], [2.761, 3.294, -0.510], [-2.733, -0.522, -4.970], [0.858, -1.507, 3.761], [-0.304, -2.209, 3.110], [-1.622, -1.485, 3.221], [-0.367, -3.692, 3.355], [0.155, -1.896, 0.963], [0.314, -0.312, 0.904], [1.711, -2.835, 0.619], [2.781, -2.106, 0.082], [3.968, -2.738, -0.259], [4.112, -4.105, -0.060], [3.064, -4.843, 0.473], [1.875, -4.214, 0.811], [-1.392, -2.551, 0.172], [-2.386, -1.649, -0.225], [-3.561, -2.096, -0.812], [-3.768, -3.457, -1.003], [-2.795, -4.368, -0.614], [-1.618, -3.918, -0.028], [0.758, -1.687, 4.840], [0.815, -0.434, 3.590], [1.826, -1.910, 3.457], [-1.891, -1.520, 4.286], [-2.420, -1.973, 2.662], [-1.543, -0.437, 2.934], [-0.756, -3.813, 4.375], [0.611, -4.167, 3.320], [-1.065, -4.210, 2.697], [2.679, -1.042, -0.078], [4.784, -2.163, -0.679], [5.042, -4.595, -0.318], [3.173, -5.909, 0.629], [1.070, -4.816, 1.211], [-2.246, -0.587, -0.054], [-4.327, -1.387, -1.103], [-4.693, -3.808, -1.442], [-2.952, -5.429, -0.762], [-0.862, -4.644, 0.246], [-0.554, 1.678, 2.934], [0.229, 2.346, 1.869], [2.016, 2.014, 2.125], [2.635, 3.242, 2.806], [1.485, 4.012, 3.456], [0.395, 4.072, 2.393], [2.463, 1.769, 1.162], [2.030, 1.115, 2.735], [3.126, 3.878, 2.065], [3.390, 2.948, 3.533], [1.781, 5.008, 3.782], [1.107, 3.470, 4.324], [0.686, 4.675, 1.531], [-0.585, 4.379, 2.754]], "mol_weight_g_mol": 792.2, "max_force_ev_per_a": 0.76, "homo_lumo_gap_ev": [7.7, 6.0], "multiplicity": 5, "total_charge": 2, "e_above_lowest_ev": 0.000}